#P
7
Properties=species:S:1:pos:R:3:mulliken_charge:R:1 method="wB97M-V/def2-TZVPD" smiles="C#P=N[PH]#P" spin_multiplicity=1 homo_energy_ev="-8.700 / -8.698"
C 0.85 -0.62 -1.16 -0.28
N -0.21 1.37 0.15 -0.49
P -0.73 -1.76 1.43 -0.03
P 0.83 1.00 -1.07 0.10
P -0.96 0.20 1.13 0.26
H 1.43 -1.36 -1.68 0.32
H -1.66 1.07 2.07 0.13

=====

#Q
7
Properties=species:S:1:pos:R:3:mulliken_charge:R:1 method="wB97M-V/def2-TZVPD" smiles="C#P=P[PH]#N" spin_multiplicity=1 homo_energy_ev="-8.828 / -8.828"
C 1.06 -1.57 -0.90 -0.18
N -0.65 -0.39 1.92 -0.51
P 0.72 -0.25 -1.79 -0.02
P -0.53 1.41 -1.02 -0.05
P -0.76 0.75 0.91 0.30
H 1.59 -2.11 -0.18 0.40
H -1.43 2.16 1.07 0.05

=====

Energies, relative to the best one, in kcal/mol: #P 0.0; #Q 35.1.